1.
{
  "formula": "C2H4FNO3",
  "method": "ωB97M-V/def2-TZVPD",
  "charge": 0,
  "total_energy_ha": -458.75830,
  "largest_force_ev_per_a": 5.0,
  "multiplicity": 1,
  "orbital_gap_ev": 11.40,
  "e_above_lowest_kcal_mol": 66.71,
  "elements": ["H", "H", "O", "O", "H", "H", "N", "C", "O", "C", "F"],
  "coordinates": [[1.9695, -0.5424, 0.1540], [-0.2006, -0.6934, 1.7570], [0.9629, 1.1641, -0.5644], [-1.2241, 1.3121, 0.9375], [1.0285, 1.3934, 0.3496], [0.9410, -0.7092, -1.5315], [-1.3247, 0.4612, 0.1196], [-0.2789, -0.6503, 0.2774], [-1.9741, 0.4161, -0.8422], [0.9742, -0.3108, -0.5158], [-0.8736, -1.8407, -0.1413]],
  "nbo_charge": [0.206, 0.187, -0.699, -0.383, 0.468, 0.233, 0.527, 0.281, -0.321, -0.154, -0.344]
}



2.
{
  "formula": "C2H4FPS",
  "method": "ωB97M-V/def2-TZVPD",
  "charge": 0,
  "total_energy_ha": -917.86039,
  "largest_force_ev_per_a": 2.3,
  "multiplicity": 1,
  "orbital_gap_ev": [7.61, 7.43],
  "e_above_lowest_kcal_mol": 62.41,
  "elements": ["H", "C", "H", "P", "F", "S", "C", "H", "H"],
  "coordinates": [[-0.3456, 1.4288, -1.6815], [-1.1848, -0.1096, 0.6655], [-1.8325, -0.1788, -0.3009], [0.3897, 0.8638, 0.4745], [1.0042, -1.2722, -0.9207], [3.1985, 0.0347, -0.4364], [1.5649, -0.2023, -0.3297], [-1.0796, -1.1340, 1.1668], [-1.7148, 0.5696, 1.3623]],
  "nbo_charge": [-0.035, -0.996, 0.262, 0.681, -0.343, 0.067, -0.127, 0.252, 0.237]
}



3.
{
  "formula": "C2H4FPS",
  "method": "ωB97M-V/def2-TZVPD",
  "charge": 0,
  "total_energy_ha": -917.76108,
  "largest_force_ev_per_a": 2.9,
  "multiplicity": 3,
  "orbital_gap_ev": [6.34, 7.93],
  "e_above_lowest_kcal_mol": 98.13,
  "s_squared": 2.022,
  "elements": ["H", "P", "H", "H", "C", "H", "F", "S", "C"],
  "coordinates": [[-0.5430, 0.6469, 1.7031], [1.8199, -0.0627, -1.2962], [1.2436, 0.5314, 1.1170], [0.1587, 1.6742, 0.2520], [-1.9476, -1.0742, -0.5205], [1.9002, -1.0640, -2.2094], [-2.6258, -0.7299, 0.5224], [-0.1654, -0.5722, -0.4171], [0.1593, 0.6504, 0.8487]],
  "nbo_charge": [0.250, 0.085, 0.252, 0.240, 0.212, -0.071, -0.330, 0.169, -0.807]
}



4.
{
  "formula": "C2H4Ga",
  "method": "ωB97M-V/def2-TZVPD",
  "charge": 0,
  "total_energy_ha": -2003.19558,
  "largest_force_ev_per_a": 2.4,
  "multiplicity": 2,
  "orbital_gap_ev": [8.07, 7.51],
  "e_above_lowest_kcal_mol": 13.52,
  "s_squared": 0.753,
  "elements": ["C", "H", "H", "C", "H", "H", "Ga"],
  "coordinates": [[-1.5485, 0.2566, -0.5743], [-2.5578, -0.1786, -0.6475], [-2.2122, 0.5705, 1.7836], [-0.4131, -0.4748, -0.6369], [-1.5436, 1.3539, -0.6315], [-0.5979, -1.5640, -0.6426], [1.3253, 0.3482, -0.6928]],
  "nbo_charge": [-0.375, 0.194, 0.002, -0.918, 0.179, 0.208, 0.710]
}



5.
{
  "formula": "C2H4I2",
  "method": "ωB97M-V/def2-TZVPD",
  "charge": 0,
  "total_energy_ha": -673.95979,
  "smiles": "ICCI",
  "largest_force_ev_per_a": 4.0,
  "multiplicity": 1,
  "orbital_gap_ev": 9.84,
  "e_above_lowest_kcal_mol": 14.43,
  "elements": ["I", "H", "C", "H", "C", "I", "H", "H"],
  "coordinates": [[2.5875, 0.0133, 0.1534], [-0.3547, 1.0900, -1.1010], [0.5373, -0.6322, 0.0176], [0.4615, -1.0750, -0.9054], [-0.4483, 0.5715, -0.0799], [-2.4830, -0.0220, 0.1523], [-0.0073, -1.1390, 0.8832], [-0.2929, 1.1933, 0.8798]],
  "nbo_charge": [0.098, 0.238, -0.548, 0.208, -0.558, 0.084, 0.243, 0.236]
}



6.
{
  "formula": "C2H4IN",
  "method": "ωB97M-V/def2-TZVPD",
  "charge": 0,
  "total_energy_ha": -430.97697,
  "smiles": "C=C=N.I",
  "largest_force_ev_per_a": 3.5,
  "multiplicity": 1,
  "orbital_gap_ev": 9.08,
  "e_above_lowest_kcal_mol": 35.26,
  "elements": ["I", "C", "N", "H", "H", "H", "C", "H"],
  "coordinates": [[-0.5307, 0.9313, 2.6010], [-0.0256, -0.9697, -0.7969], [-1.1267, -1.4090, -0.4919], [0.6912, 0.8779, -1.0540], [2.0020, -0.4222, -1.2450], [-1.5178, -1.1586, 0.4007], [0.9431, -0.2135, -1.1273], [-0.4355, 2.3638, 1.7134]],
  "nbo_charge": [-0.111, 0.438, -0.650, 0.248, 0.247, 0.388, -0.674, 0.114]
}



7.
{
  "formula": "C2H4INO2",
  "method": "ωB97M-V/def2-TZVPD",
  "charge": 0,
  "total_energy_ha": -581.46451,
  "smiles": "O=C1O[C@@H]1I.N",
  "largest_force_ev_per_a": 4.1,
  "multiplicity": 1,
  "orbital_gap_ev": 10.09,
  "e_above_lowest_kcal_mol": 42.27,
  "elements": ["O", "H", "H", "N", "I", "H", "C", "O", "H", "C"],
  "coordinates": [[0.1150, -2.3361, 0.8470], [0.1066, 0.0858, -1.3070], [-0.6259, 0.6925, 0.8349], [-1.1636, 1.1782, 0.1992], [2.1443, 1.0477, 0.2031], [-1.3651, 2.1200, 0.5530], [0.8092, -0.3053, -0.5407], [1.4593, -1.5109, -0.9844], [-2.0899, 0.6699, 0.1725], [0.6101, -1.6417, 0.0223]],
  "nbo_charge": [-0.511, 0.260, 0.354, -1.080, 0.170, 0.372, -0.256, -0.451, 0.366, 0.776]
}



8.
{
  "formula": "C2H4INO2S",
  "method": "ωB97M-V/def2-TZVPD",
  "charge": 0,
  "total_energy_ha": -979.69494,
  "smiles": "N[C@@](S)(I)C(=O)O",
  "largest_force_ev_per_a": 4.6,
  "multiplicity": 1,
  "orbital_gap_ev": [7.69, 7.69],
  "e_above_lowest_kcal_mol": 18.30,
  "elements": ["O", "H", "H", "H", "N", "C", "O", "H", "C", "I", "S"],
  "coordinates": [[-1.8268, 1.3381, -1.3508], [0.3012, -1.1561, 1.3758], [1.4968, -0.1811, 0.6813], [0.8324, 0.0844, -2.0560], [0.5727, -0.5201, 0.5621], [-0.4522, 0.3389, 0.2529], [-0.0207, 0.4895, -2.1476], [-2.4660, 0.8503, 0.3203], [-0.7749, 0.7989, -1.2031], [0.3645, 2.7978, 0.5874], [-1.8348, 0.1483, 1.2860]],
  "nbo_charge": [-0.582, 0.397, 0.412, 0.518, -0.844, -0.007, -0.636, 0.211, 0.743, -0.294, 0.080]
}



9.
{
  "formula": "C2H4INS",
  "method": "ωB97M-V/def2-TZVPD",
  "charge": 0,
  "total_energy_ha": -829.07497,
  "largest_force_ev_per_a": 3.1,
  "multiplicity": 1,
  "orbital_gap_ev": 7.54,
  "e_above_lowest_kcal_mol": 92.81,
  "elements": ["H", "H", "C", "S", "H", "H", "C", "N", "I"],
  "coordinates": [[-2.2609, -0.0495, -0.3164], [-1.0561, -0.8706, 1.6137], [-0.3877, -0.7367, 0.6939], [-0.7021, -0.4024, -2.0027], [0.1275, -1.5927, 0.4039], [2.1288, 2.0533, -0.6566], [-1.2252, -0.3836, -0.5033], [2.2742, 1.1058, -0.3614], [1.1014, 0.8763, 1.1290]],
  "nbo_charge": [0.198, 0.239, -0.635, 0.106, 0.238, 0.330, -0.350, -1.083, 0.957]
}



10.
{
  "formula": "C2H4IOP3",
  "method": "ωB97M-V/def2-TZVPD",
  "charge": 0,
  "total_energy_ha": -1475.51705,
  "smiles": "CP(O)#P=C=PI",
  "largest_force_ev_per_a": 3.8,
  "multiplicity": 1,
  "orbital_gap_ev": 6.73,
  "e_above_lowest_kcal_mol": 45.58,
  "elements": ["C", "H", "P", "H", "H", "I", "P", "P", "C", "O", "H"],
  "coordinates": [[3.8560, -1.6411, -1.1524], [1.2298, 1.7819, 0.1346], [4.3652, -0.1635, -1.6299], [2.0408, 1.0135, -1.3988], [2.7926, 0.9396, 1.3216], [5.8536, 0.4487, 0.3015], [1.4396, -0.4381, 0.3541], [2.5292, -2.3602, -0.5428], [1.2509, 1.0968, -0.6637], [2.8478, 0.0034, 1.0696], [0.2198, 1.1958, -1.1722]],
  "nbo_charge": [-1.004, 0.232, 0.585, 0.235, 0.492, -0.144, 0.845, 0.477, -0.976, -0.994, 0.251]
}



11.
{
  "formula": "C2H4LiO2Sn",
  "method": "ωB97M-V/def2-TZVPD",
  "charge": 0,
  "total_energy_ha": -450.80300,
  "largest_force_ev_per_a": 3.3,
  "multiplicity": 2,
  "orbital_gap_ev": [5.44, 5.56],
  "e_above_lowest_kcal_mol": 30.39,
  "s_squared": 0.755,
  "elements": ["C", "O", "H", "H", "H", "C", "Sn", "H", "O", "Li"],
  "coordinates": [[-0.4587, 1.8710, -0.9669], [1.4127, 2.3172, 0.0064], [-2.4726, 2.1246, -0.2456], [2.0372, 2.4425, -0.7098], [-0.0309, 0.8678, -1.1372], [-1.4290, 1.9433, 0.0502], [-2.0115, 1.1092, 2.9123], [-0.6020, 2.5287, -1.8314], [-1.2353, 1.0909, 1.1274], [0.8810, 0.9477, 1.1452]],
  "nbo_charge": [-0.278, -1.235, 0.180, 0.453, 0.168, -0.093, 0.715, 0.210, -1.040, 0.919]
}



12.
{
  "formula": "C2H4LiO2Yb",
  "method": "ωB97M-V/def2-TZVPD",
  "charge": 0,
  "total_energy_ha": -1395.23698,
  "largest_force_ev_per_a": 2.4,
  "multiplicity": 2,
  "orbital_gap_ev": [6.35, 5.95],
  "e_above_lowest_kcal_mol": 0.00,
  "s_squared": 0.751,
  "elements": ["H", "Li", "O", "H", "O", "H", "Yb", "H", "C", "C"],
  "coordinates": [[-0.2278, -2.2462, 0.4934], [0.1983, 1.3165, 1.1367], [-0.5560, 2.7987, 0.5846], [-0.8449, 3.2377, -0.2130], [0.7705, -0.4825, 0.8039], [-0.3548, -0.0034, -1.6312], [3.1260, -0.9302, 1.3183], [-1.3790, -1.5711, -1.5248], [-0.0737, -1.2279, 0.1006], [-0.6586, -0.8918, -1.0686]],
  "nbo_charge": [0.134, 0.942, -1.404, 0.443, -1.102, 0.206, 0.977, 0.203, 0.142, -0.542]
}



13.
{
  "formula": "C2H4N",
  "method": "ωB97M-V/def2-TZVPD",
  "charge": 1,
  "total_energy_ha": -132.87504,
  "smiles": "C#C[NH3+]",
  "largest_force_ev_per_a": 14.9,
  "multiplicity": 1,
  "orbital_gap_ev": 9.69,
  "e_above_lowest_kcal_mol": 87.92,
  "elements": ["H", "H", "N", "H", "H", "C", "C"],
  "coordinates": [[-0.0790, -1.3531, 0.2020], [-1.1701, -0.3103, -0.5448], [-0.2119, -0.4621, -0.3960], [0.0327, -0.8093, -1.4153], [1.1326, 2.5964, 1.4926], [0.6520, 0.4750, 0.3283], [0.7422, 1.8230, 0.9283]],
  "nbo_charge": [0.484, 0.457, -0.742, 0.483, 0.254, 0.001, 0.064]
}



14.
{
  "formula": "C2H4N2",
  "method": "ωB97M-V/def2-TZVPD",
  "charge": 0,
  "total_energy_ha": -188.06677,
  "smiles": "N#CCN",
  "largest_force_ev_per_a": 3.3,
  "multiplicity": 1,
  "orbital_gap_ev": 11.12,
  "e_above_lowest_kcal_mol": 32.34,
  "elements": ["N", "C", "C", "H", "H", "H", "H", "N"],
  "coordinates": [[-1.0104, 0.6993, -0.2580], [1.3819, 0.0211, -0.1895], [0.0720, -0.5502, 0.0569], [-0.1058, -1.4412, -0.6057], [0.1412, -0.7797, 1.1010], [-2.0160, 0.3339, -0.3615], [-0.8975, 1.3075, 0.6367], [2.4347, 0.4092, -0.3799]],
  "nbo_charge": [-0.831, 0.259, -0.335, 0.247, 0.226, 0.373, 0.366, -0.307]
}



15.
{
  "formula": "C2H4N2",
  "method": "ωB97M-V/def2-TZVPD",
  "charge": 0,
  "total_energy_ha": -187.86360,
  "largest_force_ev_per_a": 2.5,
  "multiplicity": 1,
  "orbital_gap_ev": [9.19, 9.46],
  "e_above_lowest_kcal_mol": 159.83,
  "elements": ["N", "H", "H", "C", "H", "H", "N", "C"],
  "coordinates": [[0.3567, 1.4140, 0.7975], [1.8123, -0.4022, 0.8844], [-1.4561, 0.9005, 0.7072], [0.1097, -0.2866, -0.5440], [-0.9000, -0.0685, -0.3282], [0.4453, -0.9149, -1.3391], [0.8383, 1.0710, -0.4675], [0.8772, 0.0866, 0.6161]],
  "nbo_charge": [-0.199, 0.214, 0.037, -0.264, 0.195, 0.223, -0.188, -0.018]
}



16.
{
  "formula": "C2H4N2",
  "method": "ωB97M-V/def2-TZVPD",
  "charge": 0,
  "total_energy_ha": -188.00103,
  "smiles": "C=NN=C",
  "largest_force_ev_per_a": 6.9,
  "multiplicity": 1,
  "orbital_gap_ev": 10.83,
  "e_above_lowest_kcal_mol": 73.60,
  "elements": ["H", "N", "N", "C", "H", "H", "C", "H"],
  "coordinates": [[2.3752, 0.0521, 0.3603], [-0.6787, -0.9217, -0.3933], [0.6099, -0.8844, 0.2765], [1.3785, 0.0076, -0.1649], [1.3249, 0.9010, -0.8395], [-1.1066, 0.3707, 0.9888], [-1.4562, 0.0200, 0.1383], [-2.4471, 0.4546, -0.3662]],
  "nbo_charge": [0.174, -0.237, -0.253, -0.103, 0.179, 0.155, -0.115, 0.201]
}



17.
{
  "formula": "C2H4N2",
  "method": "ωB97M-V/def2-TZVPD",
  "charge": 0,
  "total_energy_ha": -187.85817,
  "largest_force_ev_per_a": 3.3,
  "multiplicity": 1,
  "orbital_gap_ev": [8.21, 8.27],
  "e_above_lowest_kcal_mol": 163.25,
  "elements": ["C", "H", "H", "H", "N", "H", "N", "C"],
  "coordinates": [[-0.8429, 0.0224, 0.2794], [0.4087, 2.1120, 0.5059], [2.1130, -1.0323, 0.3431], [-2.9550, -0.1882, -0.5210], [1.3645, -0.5787, -0.1604], [1.5602, -0.1382, -1.0124], [0.3626, -0.1345, 0.6766], [-2.0111, -0.0625, -0.1111]],
  "nbo_charge": [0.115, -0.006, 0.383, 0.230, -0.586, 0.372, -0.244, -0.265]
}



18.
{
  "formula": "C2H4N2",
  "method": "ωB97M-V/def2-TZVPD",
  "charge": 0,
  "total_energy_ha": -187.98256,
  "smiles": "C#CNN",
  "largest_force_ev_per_a": 3.9,
  "multiplicity": 1,
  "orbital_gap_ev": 10.00,
  "e_above_lowest_kcal_mol": 85.19,
  "elements": ["C", "N", "H", "N", "H", "C", "H", "H"],
  "coordinates": [[1.6280, -0.1557, -1.6937], [-1.0157, -0.3797, 0.5022], [-1.5268, 0.4720, 0.7046], [0.4231, -0.1144, 0.6560], [-1.2272, -1.1884, 1.1257], [1.1126, -0.2640, -0.6192], [0.4859, 0.8088, 1.0414], [1.8603, -0.3036, -2.6934]],
  "nbo_charge": [-0.305, -0.670, 0.353, -0.496, 0.364, 0.155, 0.370, 0.230]
}



19.
{
  "formula": "C2H4N2",
  "method": "ωB97M-V/def2-TZVPD",
  "charge": 0,
  "total_energy_ha": -187.96694,
  "largest_force_ev_per_a": 3.2,
  "multiplicity": 3,
  "orbital_gap_ev": [7.21, 10.96],
  "e_above_lowest_kcal_mol": 0.00,
  "s_squared": 2.026,
  "elements": ["H", "H", "N", "N", "C", "H", "H", "C"],
  "coordinates": [[-0.4750, -1.4962, 0.7392], [0.8218, -0.3611, -1.4038], [1.6411, 2.0405, 0.4840], [1.0634, 1.1008, 0.0292], [-0.7569, -0.5801, 0.2130], [-1.5307, -0.8361, -0.5088], [-1.1696, 0.1169, 0.9389], [0.4058, 0.0153, -0.4917]],
  "nbo_charge": [0.238, 0.177, -0.060, -0.255, -0.689, 0.229, 0.239, 0.121]
}



20.
{
  "formula": "C2H4N2",
  "method": "ωB97M-V/def2-TZVPD",
  "charge": 0,
  "total_energy_ha": -187.76629,
  "largest_force_ev_per_a": 6.2,
  "multiplicity": 3,
  "orbital_gap_ev": [6.43, 6.62],
  "e_above_lowest_kcal_mol": 125.91,
  "s_squared": 2.008,
  "elements": ["H", "C", "N", "H", "H", "H", "C", "N"],
  "coordinates": [[0.2545, -0.5640, 2.4452], [0.8292, -0.2878, -0.5833], [-0.8873, 0.5634, 0.0852], [1.7077, -0.6975, -0.9299], [-1.7847, 0.0784, 0.0924], [-0.5107, 0.9871, -1.7756], [0.2037, -0.1114, 0.6073], [-0.4084, 0.1933, -1.1665]],
  "nbo_charge": [-0.209, -0.049, -0.485, 0.217, 0.381, 0.372, 0.130, -0.358]
}